77
Properties=species:S:1:pos:R:3 method="wB97M-V/def2-TZVPD" e_above_lowest_kcal_mol=13.8 homo_lumo_gap_ev="7.8 / 5.7" total_energy_ha=-5745.29248 mol_weight_g_mol=877.6 homo_ev="-8.19 / -8.13" max_force_ev_per_a=2.077 multiplicity=2
La 0.017 -0.216 1.357
S -2.308 4.177 2.750
C -1.536 2.746 2.428
S 0.171 2.706 2.293
S -2.443 1.288 2.257
C -3.664 -1.927 2.230
N -2.936 -1.667 0.966
C -3.745 -0.862 0.056
C -2.512 -2.920 0.346
C -1.626 -2.779 -0.884
N -0.243 -2.348 -0.618
C 0.379 -1.936 -1.878
C 0.569 -3.402 0.019
H -4.644 -2.433 2.058
H -3.827 -0.957 2.723
H -3.053 -2.544 2.883
H -4.659 -1.396 -0.312
H -3.148 -0.567 -0.813
H -4.008 0.077 0.552
H -3.397 -3.523 0.033
H -1.981 -3.503 1.124
H -2.034 -2.061 -1.586
H -1.653 -3.754 -1.421
H 0.537 -2.794 -2.576
H 1.363 -1.454 -1.698
H -0.252 -1.213 -2.410
H 0.656 -4.291 -0.639
H 0.147 -3.689 0.990
H 1.573 -2.988 0.173
C -2.838 2.473 -1.056
P -1.289 1.502 -1.167
C 0.013 2.730 -1.022
C 1.348 2.298 -1.204
C 2.398 3.169 -0.940
C 2.134 4.489 -0.572
C 0.818 4.951 -0.480
C -0.241 4.077 -0.670
C -1.260 0.999 -2.899
C -0.216 1.333 -3.782
C -0.202 0.815 -5.076
C -1.247 0.023 -5.550
C -2.326 -0.255 -4.704
C -2.365 0.299 -3.420
H -2.907 2.906 -0.043
H -3.708 1.822 -1.170
H -2.877 3.257 -1.828
H 1.549 1.275 -1.503
H 3.409 2.820 -0.992
H 2.955 5.174 -0.410
H 0.623 5.972 -0.209
H -1.274 4.412 -0.541
H 0.558 2.020 -3.477
H 0.638 1.016 -5.744
H -1.211 -0.376 -6.554
H -3.126 -0.876 -5.050
H -3.267 0.236 -2.814
F -0.850 -2.262 2.799
As 0.470 -2.041 4.116
F 1.461 -1.956 2.507
F -0.057 -0.289 3.851
F 1.807 -1.487 5.044
F -0.715 -2.107 5.379
F 0.892 -3.756 4.181
C 4.646 0.277 3.723
N 4.273 0.017 2.336
C 5.195 -0.236 1.366
C 4.844 -0.450 0.095
C 3.443 -0.373 -0.282
O 3.085 -0.533 -1.448
N 2.546 -0.093 0.728
C 2.953 0.206 1.988
O 2.135 0.621 2.832
H 5.720 0.049 3.822
H 4.039 -0.355 4.391
H 4.466 1.335 3.953
H 6.210 -0.247 1.733
H 5.605 -0.653 -0.641